A 2-piece molecular cluster, C4H11S2 overall in a non-equilibrium geometry, computed with ωB97M-V/def2-TZVPD.

XYZ file:
```
17
Properties=species:S:1:pos:R:3:forces:R:3:lowdin_charge:R:1
C -1.437912 -2.315078 0.937053 0.235 0.482 0.157 -0.460
S -0.618848 -3.802104 1.533276 0.216 0.026 -0.113 0.711
C 1.098754 -3.323782 1.141169 -0.843 -0.078 -0.067 -0.411
H -2.505772 -2.407236 1.095022 -0.143 -0.110 0.053 0.024
H -1.256032 -2.095285 -0.111826 0.042 -0.264 -0.168 0.029
H -1.074252 -1.453910 1.505517 -0.128 -0.067 0.031 0.028
H 1.174629 -2.255137 1.275516 0.172 0.310 0.091 0.020
H 1.751865 -3.821304 1.841127 0.247 -0.194 0.021 0.021
H 1.321617 -3.573657 0.109142 0.208 -0.078 -0.019 0.029
C 0.338374 3.819428 -0.742139 -0.396 0.363 -0.524 -0.196
C -0.029660 2.617502 -1.572690 0.352 -0.878 -0.363 -0.708
S 0.608267 1.057359 -0.929000 -0.151 0.037 0.040 0.593
H 1.418330 3.860281 -0.643900 0.026 -0.039 0.500 0.065
H -0.212034 3.845797 0.192924 0.355 -0.183 0.320 0.069
H 0.047264 4.723692 -1.265642 -0.103 0.264 -0.226 0.065
H 0.461203 2.646301 -2.556832 -0.035 0.173 0.034 0.062
H -1.085800 2.477130 -1.808725 -0.055 0.236 0.232 0.058
```
Forces are in eV/Å.

For the LUMO energy (alpha / beta), the calculation gives 0.97 / -1.92 eV. Its spin multiplicity is 2. The energy is -25995.3346 eV. The energy above the lowest of the compared OMol25 structures with the same formula, charge and spin is 3.6 kcal per mole.

C7H8O in the gas phase in a non-equilibrium geometry, computed with ωB97M-V/def2-TZVPD.

XYZ file:
```
16
Properties=species:S:1:pos:R:3:forces:R:3:lowdin_charge:R:1
C 2.804760 -0.273113 -0.334471 -1.255 -0.685 2.156 0.076
C 1.658404 -0.095327 0.130630 2.110 0.995 0.301 -0.065
C 0.249393 0.147821 0.863999 2.447 4.522 0.146 -0.256
C -0.669264 1.314143 0.396060 2.708 2.635 -3.491 -0.195
C -0.625615 2.371146 -0.498056 5.239 -2.011 0.950 0.029
C -0.404315 -1.071970 0.525069 -2.913 -3.079 -2.808 -0.306
C -1.807144 -1.208626 -0.077934 3.719 0.625 -0.407 -0.017
O -0.569344 -1.202612 -0.951718 -1.628 -0.275 2.442 -0.082
H 3.912836 -0.656958 -0.381823 -2.973 1.176 -0.322 0.076
H 0.298520 0.522264 2.016597 0.619 -1.856 -2.409 0.198
H -1.477809 1.303533 0.990852 -3.288 -0.384 1.802 0.048
H -1.437940 3.049346 -0.744037 0.226 -0.124 0.393 0.035
H 0.596800 2.631508 -0.909761 -4.182 -0.863 0.630 0.145
H 0.089560 -1.951742 0.872109 -0.072 -0.633 0.553 0.133
H -2.382985 -2.115731 -0.042476 0.063 -0.243 0.038 0.101
H -2.281554 -0.265770 -0.219496 -0.821 0.201 0.024 0.079
```
Forces are in eV/Å.

For the LUMO energy, the calculation gives 0.95 eV. The energy is -9429.1511 eV. The energy above the lowest of the compared OMol25 structures with the same formula, charge and spin is 163.5 kcal per mole. The SMILES is C#C[C@@H](C=C)[C@H]1CO1.

C4H3N3O in the gas phase in a non-equilibrium geometry, computed with ωB97M-V/def2-TZVPD.

XYZ file:
```
11
Properties=species:S:1:pos:R:3:forces:R:3:lowdin_charge:R:1
O 2.029238 -1.366975 0.280534 0.711 0.002 0.203 0.121
C 1.037536 -0.849487 -0.129957 -0.065 -1.693 0.395 -0.422
C 1.178649 0.390510 -1.002151 -0.196 -0.082 -2.114 -0.073
N 0.614588 1.493900 -0.753993 -0.603 -0.477 1.854 0.051
N -0.137032 1.615667 0.471884 -1.532 0.602 -1.169 0.033
C -1.125416 0.823928 0.726179 1.897 -2.834 0.869 -0.098
C -1.167160 -0.711333 0.539599 0.839 -0.269 -3.953 -0.102
N -0.259079 -1.546768 0.121587 1.518 3.786 0.000 0.148
H 1.752419 0.404558 -2.024991 -0.879 -0.569 2.216 0.158
H -1.867231 0.975506 1.500045 0.192 1.310 0.275 0.093
H -2.056513 -1.229505 0.271261 -1.882 0.224 1.424 0.091
```
Forces are in eV/Å.

For the LUMO energy, the calculation gives -1.19 eV. The energy is -10709.9983 eV. The energy above the lowest of the compared OMol25 structures with the same formula, charge and spin is 84.2 kcal per mole. The SMILES is O=c1cnnccn1.

A 5-piece molecular cluster, C21H54BrO14S5Si overall in a non-equilibrium geometry, computed with ωB97M-V/def2-TZVPD.

XYZ file:
```
96
Properties=species:S:1:pos:R:3:forces:R:3:lowdin_charge:R:1
C 3.055047 -0.543324 0.712429 -0.083 0.199 -0.309 -0.101
C 2.965097 0.336459 -0.565568 -0.198 0.326 0.477 -0.223
C 2.936529 1.858473 -0.167646 -0.432 -0.611 0.099 -0.150
C 1.618630 2.583848 -0.524919 1.109 0.202 -0.957 -0.254
O 0.598665 2.396913 0.506183 -2.213 0.346 -0.134 -0.412
S -0.712121 3.341073 0.172075 0.768 0.201 0.014 0.831
Br -1.574101 2.805222 -1.809216 0.210 -0.151 0.939 0.559
C -2.002227 2.948907 1.405695 0.396 -1.633 0.685 -0.315
C -2.272525 1.421349 1.642291 -0.905 0.770 0.489 -0.296
O -3.037774 0.852435 0.604494 1.560 -0.625 -0.118 -0.238
Si -2.393101 -0.576467 -0.110318 -0.750 -0.975 -1.549 0.475
C -2.813455 -2.173169 0.804020 0.162 -0.158 0.353 -0.166
C -3.220369 -0.697636 -1.834441 -0.371 0.927 0.712 -0.156
C -0.524509 -0.551545 -0.416638 0.555 0.339 0.648 -0.167
H 3.836821 -0.130602 1.375500 -0.197 -0.407 -0.330 0.079
H 2.110033 -0.523358 1.283918 0.313 0.038 -0.267 0.060
H 3.285643 -1.592729 0.476641 0.003 0.400 0.119 0.076
H 2.058053 0.122200 -1.160830 0.435 -0.164 0.299 0.081
H 3.828129 0.151982 -1.229165 -0.322 0.032 0.387 0.106
H 3.099650 1.928263 0.923624 0.077 0.264 -0.499 0.118
H 3.770063 2.348911 -0.696879 -0.494 0.210 0.335 0.122
H 1.758747 3.675258 -0.652312 0.015 -0.482 0.082 0.121
H 1.226375 2.152700 -1.465380 0.067 0.280 0.394 0.088
H -2.912942 3.508760 1.136647 0.478 -0.122 -0.287 0.109
H -1.633412 3.353937 2.370494 0.122 0.143 -0.651 0.112
H -1.333445 0.898036 1.889206 -0.193 0.169 -0.306 0.113
H -2.889301 1.397683 2.564766 0.360 0.111 -0.288 0.137
H -2.327081 -2.278492 1.792489 -0.285 0.104 -0.364 0.017
H -2.426274 -3.022121 0.199577 -0.074 0.539 0.143 0.053
H -3.897558 -2.361128 0.913851 0.407 0.327 -0.004 0.043
H -2.488383 -0.770801 -2.651751 -0.291 -0.312 0.244 0.006
H -3.964750 -1.512126 -1.841317 0.497 0.179 -0.222 0.038
H -3.801653 0.234821 -2.013540 0.277 -0.450 0.066 0.026
H 0.060113 -0.290198 0.490842 -0.265 -0.122 -0.448 0.017
H -0.197971 0.138970 -1.214261 -0.331 -0.221 0.258 0.003
H -0.155242 -1.555050 -0.707478 -0.475 0.364 0.102 0.066
O -3.799731 6.043763 5.593090 0.136 -0.134 -0.588 -0.263
S -4.469110 5.330953 4.544178 -0.958 0.165 0.338 0.594
O -3.776153 4.959412 3.336766 0.240 0.034 0.175 -0.309
O -5.811671 6.116244 4.150579 0.455 -0.625 0.210 -0.259
C -5.710659 7.508120 3.807756 0.116 0.852 -0.360 -0.251
C -5.180862 7.712284 2.400893 0.218 -0.223 -0.056 -0.074
C -5.245903 3.895227 5.219470 -0.048 0.012 -0.104 -0.116
H -5.099360 8.037408 4.541865 0.024 -0.197 0.054 0.118
H -6.719885 7.912715 3.877223 -0.043 -0.296 0.137 0.126
H -4.138985 7.399055 2.323290 -0.014 0.051 0.024 0.066
H -5.239276 8.764196 2.119912 -0.069 -0.014 0.070 0.085
H -5.752959 7.120682 1.684665 -0.071 0.079 0.031 0.084
H -5.805460 4.184235 6.105085 0.024 0.040 -0.028 0.080
H -4.460747 3.188793 5.482448 0.056 0.087 -0.006 0.075
H -5.901536 3.463536 4.466410 0.014 0.044 0.004 0.076
O 0.490109 -0.152721 -5.981342 -0.354 -0.227 0.237 -0.274
S -0.941659 -0.122381 -5.878439 -0.345 0.130 -0.706 0.586
O -1.644414 -0.985323 -4.970901 0.443 0.158 -0.050 -0.285
O -1.575333 -0.277034 -7.343606 0.174 0.447 0.700 -0.260
C -1.171756 -1.401592 -8.142853 0.144 -0.863 -0.444 -0.252
C -1.858337 -2.683328 -7.710194 -0.012 0.013 0.318 -0.071
C -1.463325 1.542534 -5.594041 -0.103 0.054 -0.116 -0.120
H -0.084940 -1.509316 -8.127017 -0.033 0.152 0.143 0.117
H -1.457096 -1.164906 -9.167549 -0.050 0.298 0.148 0.125
H -1.523209 -2.995319 -6.720560 0.015 -0.009 -0.042 0.071
H -1.638491 -3.489146 -8.411201 0.013 0.087 -0.054 0.084
H -2.938587 -2.542538 -7.657759 0.023 -0.001 -0.097 0.086
H -0.966233 2.193747 -6.308543 0.000 -0.035 0.003 0.079
H -1.176065 1.809149 -4.578179 0.088 -0.132 -0.036 0.018
H -2.544367 1.597966 -5.702940 0.026 -0.054 -0.016 0.080
O 6.409765 -1.740998 0.159190 0.344 0.036 0.009 -0.292
S 7.485476 -2.118363 -0.716818 0.178 -0.008 -0.586 0.588
O 8.735106 -2.596161 -0.200203 -0.497 0.217 0.129 -0.268
O 7.770352 -0.907866 -1.737898 -0.310 -0.545 0.119 -0.266
C 8.019512 0.393472 -1.190092 0.347 0.692 0.335 -0.268
C 9.428791 0.521112 -0.643007 0.064 -0.224 0.168 -0.071
C 6.884180 -3.274463 -1.909841 -0.013 0.097 -0.064 -0.119
H 7.275225 0.634221 -0.426328 -0.030 -0.194 -0.019 0.109
H 7.882803 1.100794 -2.008758 -0.104 -0.262 -0.137 0.120
H 9.568780 -0.109854 0.234922 -0.016 0.032 -0.015 0.073
H 9.635022 1.552863 -0.354746 -0.064 0.007 -0.069 0.082
H 10.160236 0.207203 -1.388224 -0.041 0.079 -0.032 0.087
H 5.960042 -2.891943 -2.335887 0.030 0.017 0.016 0.072
H 6.701998 -4.214451 -1.392910 0.044 0.061 0.090 0.078
H 7.641689 -3.410761 -2.677943 0.011 0.026 0.047 0.077
O -0.880659 -5.684039 1.701264 0.102 0.458 0.288 -0.277
S -1.449765 -5.221440 2.936086 -0.290 -0.615 0.518 0.582
O -1.289728 -3.860911 3.373511 0.173 -0.232 -0.360 -0.297
O -0.996782 -6.205471 4.121520 -0.475 0.314 -0.472 -0.261
C 0.406155 -6.453940 4.298716 0.884 0.000 0.197 -0.256
C 1.106542 -5.299154 4.990002 -0.106 0.258 -0.111 -0.074
C -3.169186 -5.624857 2.963476 0.019 -0.044 0.083 -0.113
H 0.875802 -6.685408 3.340017 -0.184 0.056 -0.055 0.116
H 0.481636 -7.347151 4.918417 -0.315 -0.003 -0.070 0.124
H 1.126404 -4.413314 4.354310 0.023 -0.037 0.003 0.068
H 2.136293 -5.566135 5.230536 -0.050 -0.087 -0.004 0.083
H 0.585629 -5.027802 5.909029 0.042 -0.087 0.017 0.085
H -3.289435 -6.666788 2.678276 0.043 0.019 0.009 0.078
H -3.670099 -4.975888 2.247369 0.107 0.033 -0.017 0.065
H -3.555184 -5.446377 3.964422 0.045 0.008 -0.015 0.078
```
Forces are in eV/Å.

For the LUMO energy, the calculation gives -4.90 eV. As for the charge: +1. The energy is -183406.3743 eV.

A 2-piece molecular cluster, C4H12 overall in a non-equilibrium geometry, computed with ωB97M-V/def2-TZVPD.

XYZ file:
```
16
Properties=species:S:1:pos:R:3:forces:R:3:lowdin_charge:R:1
C -0.722024 -2.054018 -1.381293 -0.088 -0.545 0.336 -0.299
C -0.313277 -1.517675 -0.005221 0.164 -0.445 -0.490 -0.275
H -0.897850 -3.135992 -1.304500 0.188 -0.008 0.053 0.035
H -1.700201 -1.666612 -1.671836 0.217 0.336 -0.303 0.036
H 0.045247 -1.936786 -2.145420 -0.177 0.402 -0.144 0.031
H -1.007830 -1.985035 0.688006 0.136 0.215 0.530 0.042
H -0.320073 -0.446510 0.093986 -0.430 0.154 -0.231 0.000
H 0.723043 -1.768595 0.238071 -0.120 -0.401 0.116 0.036
C 1.137087 1.614749 0.270465 -0.550 0.871 0.018 -0.400
C -0.104593 1.953145 1.132790 0.578 0.063 -0.291 -0.327
H 1.932904 2.341777 0.446728 0.117 -0.124 0.133 0.010
H 1.508995 0.608327 0.430874 0.128 -0.008 -0.070 0.013
H 0.867451 1.779167 -0.777474 0.119 -0.514 -0.102 0.016
H 0.206902 2.448315 2.053363 -0.218 -0.061 0.126 0.028
H -0.684652 1.066326 1.365396 -0.058 -0.063 0.190 0.026
H -0.764921 2.619839 0.575404 -0.007 0.128 0.129 0.029
```
Forces are in eV/Å.

For the LUMO energy (alpha / beta), the calculation gives 4.33 / 4.52 eV. Its spin multiplicity is 2. As for the charge: -1. The energy is -4340.6969 eV. The energy above the lowest of the compared OMol25 structures with the same formula, charge and spin is 7.8 kcal per mole.

C18H29ClNO2P2W as an isolated structure in a non-equilibrium geometry, computed with ωB97M-V/def2-TZVPD.

XYZ file:
```
54
Properties=species:S:1:pos:R:3:forces:R:3:lowdin_charge:R:1
W 0.632990 0.062712 0.501239 1.764 -0.625 1.734 1.255
P -0.853411 -1.716928 0.546449 -3.863 -1.639 -0.696 0.800
C -2.434108 -0.823409 0.249760 -0.551 -0.414 0.079 -0.247
C -2.430581 0.466989 0.996729 -0.011 0.129 0.058 -0.293
N -1.211257 1.071518 1.078381 -0.091 0.282 -0.985 -0.083
C -1.149322 2.393550 1.397950 -0.303 0.140 0.586 -0.303
C -2.245027 3.027149 1.972164 0.588 0.411 -0.418 0.036
C -3.478819 2.380411 2.016396 0.139 -0.193 0.207 0.041
C -3.571093 1.102823 1.481064 0.109 -0.546 -0.203 0.039
C 0.151711 3.056159 1.028051 0.341 0.363 0.305 -0.230
P 0.839783 2.177485 -0.449387 -1.379 3.199 -0.874 0.790
H -4.513260 0.564003 1.415938 0.090 0.239 0.037 0.145
H -2.123588 4.050806 2.322295 -0.148 -0.181 -0.136 0.146
H -4.354239 2.874222 2.443495 0.274 -0.132 -0.162 0.150
H 0.021094 4.112790 0.732374 -0.032 -0.335 0.362 0.128
H 0.891066 3.028609 1.845855 -0.209 0.119 -0.107 0.114
H -2.562377 -0.660684 -0.874459 0.192 -0.022 1.106 0.077
H -3.244038 -1.476797 0.611027 0.117 0.143 -0.240 0.127
H -1.595236 -0.105468 -3.014286 -1.319 -0.614 0.306 0.018
O -2.410597 -0.509045 -2.569968 0.804 0.591 -0.657 -0.096
H -3.180215 -0.286675 -3.112991 0.179 -0.095 0.005 0.084
H 0.596403 -0.032795 -3.241825 -0.990 0.465 -0.912 0.046
O -0.193958 0.374470 -3.677042 1.475 -0.419 0.368 -0.044
H -0.067709 0.222590 -4.626040 -0.083 0.023 0.017 0.112
C -0.203707 2.804809 -1.789718 -0.105 -0.280 -0.287 -0.179
H -0.192983 3.905136 -1.765595 0.118 -0.329 0.010 0.089
H 0.191063 2.430584 -2.740612 -0.133 0.230 0.116 0.050
H -1.238239 2.448676 -1.702160 0.246 0.039 0.069 0.071
C 2.471924 2.903347 -0.713864 0.452 -0.517 0.124 -0.179
H 3.019291 2.324966 -1.467931 -0.044 0.260 0.056 0.068
H 2.358369 3.941609 -1.054969 -0.038 -0.261 0.105 0.092
H 3.047613 2.879772 0.219996 -0.034 0.118 -0.197 0.071
C -1.167799 -2.398113 2.202758 0.755 0.214 0.525 -0.180
H -1.941349 -3.177562 2.106593 0.321 0.267 -0.032 0.090
H -0.236757 -2.817119 2.604537 -0.357 -0.135 0.108 0.057
H -1.522294 -1.604668 2.877234 0.099 -0.250 -0.160 0.072
C -0.911162 -3.115332 -0.591514 0.495 -0.104 -0.325 -0.175
H 0.097949 -3.520857 -0.735643 -0.284 -0.115 -0.016 0.029
H -1.560624 -3.885533 -0.147382 0.200 0.253 -0.192 0.088
H -1.314381 -2.789600 -1.562378 0.095 -0.059 0.289 0.071
Cl 2.608039 -3.351107 -2.019535 0.303 0.251 0.274 0.821
C 2.905033 -2.594257 -0.492040 -0.558 -0.360 0.135 -0.580
C 3.332874 -3.371482 0.577783 0.201 0.378 0.054 -0.003
C 3.235100 -2.854676 1.883662 -0.186 -0.020 0.119 -0.001
C 2.802404 -1.556317 2.116029 0.732 0.712 0.101 -0.030
C 2.630406 -0.659806 1.009618 0.243 -1.331 -0.112 -0.234
C 2.583287 -1.236984 -0.319816 -0.858 -0.230 0.134 -0.324
C 1.672874 -0.524690 -1.247330 0.818 0.720 -0.372 -0.278
H 3.699964 -4.382220 0.393998 -0.172 0.217 0.142 0.144
H 3.509883 -3.505896 2.715971 -0.239 0.252 -0.147 0.145
H 2.654089 -1.153040 3.121117 0.493 -0.283 -0.187 0.135
H 2.772711 0.443784 1.108420 0.136 -0.205 0.220 0.133
H 2.170109 0.247526 -1.846791 -0.278 -0.193 -0.073 0.077
H 1.012101 -1.185438 -1.813608 0.486 -0.132 -0.261 0.045
```
Forces are in eV/Å.

For the LUMO energy (alpha / beta), the calculation gives -11.73 / -11.31 eV. Its spin multiplicity is 3. As for the charge: +3. The energy is -57618.6436 eV. The energy above the lowest of the compared OMol25 structures with the same formula, charge and spin is 0.0 kcal per mole.